1.
A gas-phase ion, C4H9NO3 (charge +1) in a non-equilibrium geometry, computed with ωB97M-V/def2-TZVPD.

Last column: Löwdin charge in e.
Element x y z (Å)
O: 0.50296 -3.41755 -1.04401  0.247
O: -1.72417 1.45193 0.84144  -0.045
O: -0.17940 -1.70112 -2.31069  0.164
N: 0.85660 -1.26912 -0.31831  0.301
C: 0.63944 1.09166 0.61559  -0.151
C: -0.52686 1.25312 1.56208  -0.258
C: 0.47194 0.11599 -0.53657  -0.111
C: 0.36998 -2.24304 -1.21791  -0.503
H: 1.60067 1.24258 1.12856  0.141
H: -0.80773 -2.35332 -2.63506  0.160
H: -0.59789 0.12941 -0.88089  0.183
H: 0.84524 -1.48094 0.68240  0.201
H: -0.40244 1.98212 2.34286  0.126
H: 0.70740 2.02771 0.03864  0.133
H: -0.66785 0.35300 2.19565  0.128
H: 1.03091 0.50201 -1.41968  0.181
H: -2.11880 2.31557 0.95590  0.103

Output
- Charge: +1
- Relative energy (zero: lowest compared OMol25 entry of this formula, charge and spin): 95.5 kJ/mol
- Spin multiplicity: 2
- Expectation value of S²: 0.7644
- Total energy: -437.93718 Eh
- Kohn-Sham gap (alpha / beta): 11.24 / 5.29 eV

2.
2 unconnected molecules or ions with the total composition C4H9NO4P in a non-equilibrium geometry, computed with ωB97M-V/def2-TZVPD.

Last column: Löwdin charge in e.
Element x y z (Å)
P: 0.31262 0.35679 -2.16143  0.320
O: 1.80243 0.27046 -2.40956  -0.366
O: 0.28319 1.56774 0.66721  -0.061
O: -0.32071 1.69192 -1.80807  -0.354
O: -0.70775 -0.20480 -3.44130  -0.239
N: -1.56074 -0.39711 -0.37952  0.076
C: 0.81830 -0.47995 1.92303  -0.175
C: -0.38008 -0.65401 -0.89577  -0.322
C: -0.44830 -0.36144 2.73811  -0.113
C: 1.01838 0.39658 0.90635  -0.265
H: 1.79548 0.13062 0.10623  0.114
H: -1.33748 -0.78259 2.06824  0.104
H: -1.97568 0.31972 -0.97448  0.036
H: -0.69792 0.63903 2.94870  0.047
H: 0.13632 1.63842 -0.30200  -0.019
H: -0.11758 -0.38962 -4.22553  0.059
H: 0.10039 -1.54581 -0.48415  0.079
H: 1.51345 -1.24919 2.19916  0.077
H: -0.23431 -0.94677 3.52478  0.002

Output
- Charge: -1
- Relative energy (zero: lowest compared OMol25 entry of this formula, charge and spin): 163.9 kJ/mol
- Spin multiplicity: 1
- Total energy: -854.97035 Eh
- Kohn-Sham gap: 8.51 eV

3.
A molecular structure, C4H9NO4Rb in a non-equilibrium geometry, computed with ωB97M-V/def2-TZVPD.

Last column: Löwdin charge in e.
Element x y z (Å)
Rb: -2.23622 0.28956 0.59472  0.979
O: -6.31345 -2.25018 -0.09081  0.058
O: -4.15677 -1.69651 -0.01346  -0.241
O: 3.98545 1.14591 -1.26579  0.223
O: -5.18768 -2.41807 1.83285  -0.035
N: 1.95258 1.70385 -0.29558  0.087
C: 0.88885 1.08545 -1.18745  0.031
C: 3.45728 -0.15564 0.70229  0.050
C: -5.15855 -2.11752 0.63081  -0.865
C: 3.27808 0.87884 -0.36297  -0.377
H: 2.98062 -1.09256 0.41687  0.115
H: 1.67459 1.79047 0.68224  0.170
H: 2.99196 0.16104 1.64097  0.099
H: 0.76439 0.04250 -0.89882  0.104
H: -6.94560 -2.53118 0.58211  0.101
H: -0.04941 1.60918 -1.02328  0.076
H: 2.20593 2.63094 -0.64689  0.186
H: 1.34018 1.15225 -2.17228  0.122
H: 4.52776 -0.22833 0.87448  0.118

Output
- Charge: +1
- Relative energy (zero: lowest compared OMol25 entry of this formula, charge and spin): 69.2 kJ/mol
- Spin multiplicity: 1
- Total energy: -537.34370 Eh
- Kohn-Sham gap: 4.60 eV

4.
2 unconnected molecules or ions with the total composition C4H9NO6 in a non-equilibrium geometry, computed with ωB97M-V/def2-TZVPD.

Last column: Löwdin charge in e.
Element x y z (Å)
O: -4.36356 2.76519 -0.73603  0.173
O: -0.04258 0.54060 -0.47751  -0.101
O: -0.99117 0.78512 0.39355  -0.019
O: -3.00528 3.90518 -2.00935  0.164
O: 0.67900 -2.26301 -0.20214  -0.031
O: -3.12865 1.73638 -2.20469  0.184
N: -3.49759 2.80588 -1.64944  -0.527
C: 1.13624 0.07344 0.27524  -0.299
C: 0.94656 -1.34767 0.85804  -0.389
C: -0.18611 -1.50871 1.84534  -0.049
C: 2.10965 0.15420 -0.86671  -0.043
H: 1.51994 -2.67925 -0.46528  0.107
H: 3.14088 -0.06970 -0.60065  0.088
H: -1.15209 -1.33811 1.35600  0.083
H: -0.16653 -2.52663 2.24054  0.086
H: 1.34676 0.76617 1.10288  0.157
H: 2.08988 1.15828 -1.28361  0.089
H: 1.89131 -1.57334 1.36850  0.151
H: -0.10428 -0.83330 2.69233  0.085
H: 1.77763 -0.55071 -1.63702  0.091

Output
- Relative energy (zero: lowest compared OMol25 entry of this formula, charge and spin): 25.9 kJ/mol
- Spin multiplicity: 1
- Total energy: -663.64566 Eh
- Kohn-Sham gap (alpha / beta): 5.86 / 9.51 eV

5.
A molecular structure, C4H9NOP in a non-equilibrium geometry, computed with ωB97M-V/def2-TZVPD.

Last column: Löwdin charge in e.
Element x y z (Å)
P: -3.88181 -0.86234 0.20566  1.129
O: -1.61026 1.88065 -0.23104  0.335
N: -2.19594 -0.37849 0.02325  -0.201
C: -1.90951 0.80480 -0.08673  -0.353
C: 3.26407 1.62114 -0.05882  -0.105
C: -1.07624 -1.44629 -1.11732  0.027
C: 3.69491 0.91918 0.96323  -0.089
H: 4.56731 0.37189 0.89089  0.020
H: 3.12363 1.06938 1.95405  0.081
H: 2.52951 2.38581 -0.05404  0.023
H: -3.41601 -2.15501 0.54365  -0.022
H: -4.10225 -0.69427 1.60508  -0.013
H: -0.34394 -1.65238 -0.32574  0.062
H: -1.65444 -2.26658 -1.25646  -0.019
H: 3.65053 1.34281 -1.09239  0.073
H: -0.63957 -0.94030 -1.96329  0.052

Output
- Charge: +1
- Relative energy (zero: lowest compared OMol25 entry of this formula, charge and spin): 199.7 kJ/mol
- Spin multiplicity: 3
- Expectation value of S²: 2.0154
- Total energy: -628.59992 Eh
- Kohn-Sham gap (alpha / beta): 6.11 / 2.35 eV

6.
2 unconnected molecules or ions with the total composition C4H9NOS in a non-equilibrium geometry, computed with ωB97M-V/def2-TZVPD.

Last column: Löwdin charge in e.
Element x y z (Å)
S: 1.23314 1.81878 -2.19113  0.164
O: -1.20750 0.99698 1.70713  0.038
N: -0.96563 -1.15566 1.09498  -0.012
C: -0.98601 -2.06277 -0.02523  -0.119
C: 0.53229 0.45766 0.11077  -0.259
C: 0.71788 1.89945 -0.41036  -0.704
C: -0.61614 0.18032 1.02301  -0.505
H: 2.89313 1.17638 -1.39460  -0.137
H: 0.40849 -0.13925 -0.79481  0.045
H: -1.70395 -1.31219 1.76194  0.117
H: -1.71812 -2.82030 0.15781  0.063
H: 1.50916 0.19083 0.52122  0.096
H: -1.37360 -1.60064 -0.94681  0.089
H: 1.52036 2.42165 0.08444  0.012
H: -0.02820 -2.51091 -0.28433  0.080
H: -0.21531 2.45966 -0.41402  0.033

Output
- Charge: -1
- Relative energy (zero: lowest compared OMol25 entry of this formula, charge and spin): 80.3 kJ/mol
- Spin multiplicity: 2
- Expectation value of S²: 0.7550
- Total energy: -685.94192 Eh
- Kohn-Sham gap (alpha / beta): 4.20 / 6.50 eV

Repeat the first record exactly.
A gas-phase ion, C4H9NO3 (charge +1) in a non-equilibrium geometry, computed with ωB97M-V/def2-TZVPD.

Last column: Löwdin charge in e.
Element x y z (Å)
O: 0.50296 -3.41755 -1.04401  0.247
O: -1.72417 1.45193 0.84144  -0.045
O: -0.17940 -1.70112 -2.31069  0.164
N: 0.85660 -1.26912 -0.31831  0.301
C: 0.63944 1.09166 0.61559  -0.151
C: -0.52686 1.25312 1.56208  -0.258
C: 0.47194 0.11599 -0.53657  -0.111
C: 0.36998 -2.24304 -1.21791  -0.503
H: 1.60067 1.24258 1.12856  0.141
H: -0.80773 -2.35332 -2.63506  0.160
H: -0.59789 0.12941 -0.88089  0.183
H: 0.84524 -1.48094 0.68240  0.201
H: -0.40244 1.98212 2.34286  0.126
H: 0.70740 2.02771 0.03864  0.133
H: -0.66785 0.35300 2.19565  0.128
H: 1.03091 0.50201 -1.41968  0.181
H: -2.11880 2.31557 0.95590  0.103

Output
- Charge: +1
- Relative energy (zero: lowest compared OMol25 entry of this formula, charge and spin): 95.5 kJ/mol
- Spin multiplicity: 2
- Expectation value of S²: 0.7644
- Total energy: -437.93718 Eh
- Kohn-Sham gap (alpha / beta): 11.24 / 5.29 eV

- Which of these has the highest total energy?
  C4H9NO3